Record 1
# C13H40AgBN3O5V

C13H40AgBN3O5V as an isolated structure (ωB97M-V/def2-TZVPD, OMol25).

Geometry as XYZ:
```
64
Properties=species:S:1:pos:R:3:forces:R:3
O 1.582 -17.927 -32.639 1.40 0.92 0.69
V 2.680 -17.483 -31.555 -1.68 -1.92 1.39
Ag 4.263 -18.520 -28.242 -1.15 0.45 -1.24
B 3.700 -16.074 -29.685 -0.15 -0.24 0.17
H 2.885 -16.693 -29.344 -3.20 -2.71 1.33
H 3.219 -15.247 -30.185 -1.82 3.32 -1.92
H 4.258 -15.684 -28.848 2.37 1.27 2.93
H 4.291 -16.569 -30.440 2.90 -2.33 -3.07
C 2.038 -20.336 -29.595 -0.87 -0.24 -0.63
O 2.499 -19.087 -29.993 1.78 1.12 0.66
H 1.648 -20.889 -30.450 0.04 -0.27 -0.16
H 2.726 -20.987 -29.056 0.75 -0.03 -0.32
H 1.209 -20.302 -28.888 -0.48 0.52 0.18
C -0.325 -19.256 -25.860 1.19 -0.47 -0.55
C 0.205 -18.764 -24.537 -2.45 1.59 2.35
C 0.790 -17.322 -24.521 0.78 -0.22 -2.24
O 0.760 -16.560 -23.387 -0.82 1.36 2.41
C 0.794 -15.131 -23.607 -0.06 -0.54 0.45
N -1.021 -18.858 -23.645 0.57 0.10 0.03
H 0.373 -18.997 -26.656 0.15 -0.28 -0.25
H -1.306 -18.934 -26.210 -0.02 0.37 0.60
H -0.352 -20.335 -25.707 -0.20 0.00 -0.58
H 0.940 -19.462 -24.134 0.03 0.01 -0.06
H 0.321 -16.707 -25.289 -0.24 -0.34 -0.65
H 1.847 -17.416 -24.770 0.39 -0.14 -0.68
H 0.574 -14.579 -22.693 -0.05 -0.62 0.38
H 0.022 -14.795 -24.299 0.11 -0.27 -0.45
H 1.785 -14.775 -23.892 0.09 -0.24 -0.47
H -0.885 -18.445 -22.733 0.79 -0.23 0.42
H -1.715 -18.205 -23.979 -0.27 -0.04 -0.76
C 1.002 -22.734 -25.725 -0.49 0.27 -0.72
C 1.825 -23.920 -26.255 0.46 1.17 1.26
C 3.234 -23.583 -26.839 0.16 0.17 -0.69
O 4.077 -22.606 -26.152 -1.90 -2.74 1.15
C 4.574 -21.601 -26.894 0.44 1.94 0.09
N 1.984 -24.826 -25.143 1.11 -0.81 0.94
H 0.786 -22.024 -26.522 -0.22 0.12 0.07
H 1.328 -22.188 -24.839 1.13 -0.05 -0.24
H 0.073 -23.126 -25.309 -0.42 -0.19 -0.61
H 1.240 -24.473 -26.989 0.15 0.40 -0.54
H 3.135 -23.296 -27.886 -0.25 0.47 -0.08
H 3.834 -24.490 -26.916 -0.14 -0.30 0.38
H 3.769 -20.946 -27.230 -0.39 0.21 -0.80
H 5.251 -21.877 -27.702 -0.03 -0.17 -0.23
H 5.095 -20.963 -26.180 0.57 -0.01 -0.04
H 1.313 -24.647 -24.409 -0.46 -0.09 -0.15
H 2.845 -24.554 -24.691 0.41 -0.30 0.21
C 7.253 -23.581 -32.239 -1.19 -0.72 -0.10
C 5.861 -24.332 -32.191 0.64 0.68 0.69
C 4.759 -23.564 -31.434 -0.42 -0.30 -1.57
O 3.579 -24.368 -31.561 0.46 -0.50 0.72
C 2.342 -23.767 -31.220 0.86 -0.22 0.04
N 5.381 -24.621 -33.515 -0.22 -0.41 -1.19
H 7.596 -23.351 -31.230 0.09 -0.01 -0.02
H 7.234 -22.677 -32.848 -0.39 0.11 0.14
H 7.976 -24.225 -32.740 0.06 -0.15 0.21
H 5.992 -25.298 -31.702 0.28 0.07 0.73
H 4.510 -22.667 -32.001 0.42 0.56 0.05
H 5.073 -23.292 -30.426 -0.28 -0.25 0.32
H 2.232 -22.836 -31.775 -0.31 0.11 0.00
H 2.315 -23.578 -30.147 -0.20 0.22 0.16
H 1.574 -24.499 -31.469 -0.03 0.22 -0.08
H 4.424 -24.939 -33.458 -0.53 0.53 0.28
H 5.784 -25.500 -33.807 0.75 0.05 -0.37
```
Forces are in eV/Å.

The HOMO-LUMO gap (alpha / beta) comes out at 0.2448 / 0.2698 Eh. As for the multiplicity: 3. Its energy is -2175.2787 hartree. The total charge is 0. For the HOMO energy (alpha / beta), the calculation gives -8.61 / -9.29 eV. Its LUMO energy (alpha / beta) is -1.9 / -1.9 eV.

***

Record 2
# C26H43Cl3GaO2P2

C26H43Cl3GaO2P2 as an isolated structure (ωB97M-V/def2-TZVPD, OMol25).

Geometry as XYZ:
```
77
Properties=species:S:1:pos:R:3:forces:R:3
Ga 0.060 -3.066 -1.027 -0.07 -0.49 0.17
C 1.547 1.061 1.461 -1.96 2.52 -0.90
C 0.278 1.695 1.371 5.38 1.12 -1.00
C -0.025 -0.372 2.320 -3.54 1.60 -0.21
C 1.367 -0.186 2.100 0.99 0.22 -0.27
C -0.694 0.818 1.932 -0.87 -5.06 2.47
C 2.844 1.602 1.043 0.85 0.18 -0.12
H 2.718 2.477 0.403 0.13 -0.11 0.07
H 3.408 0.848 0.482 -0.05 0.27 0.16
H 3.458 1.895 1.907 -0.06 0.03 -0.16
C 2.494 -1.057 2.487 -0.71 -0.33 0.41
H 3.086 -1.331 1.604 -0.08 0.15 -0.08
H 2.149 -1.966 2.982 0.04 0.04 -0.13
H 3.179 -0.546 3.182 -0.15 0.18 -0.29
C -0.673 -1.582 2.872 -0.06 -0.37 0.23
H -0.472 -1.717 3.941 0.02 -0.04 -0.12
H -0.324 -2.477 2.345 -0.08 0.01 0.13
H -1.755 -1.518 2.749 0.13 -0.12 0.03
C -2.109 1.159 2.151 -0.49 -0.14 -0.17
H -2.239 1.803 3.036 0.17 -0.12 -0.17
H -2.721 0.264 2.303 0.15 0.21 0.07
H -2.524 1.706 1.296 0.17 -0.03 0.18
C 0.021 3.066 0.900 0.31 0.16 -0.24
H -0.340 3.705 1.719 -0.07 -0.20 -0.03
H -0.738 3.093 0.107 -0.01 -0.14 0.23
H 0.934 3.519 0.507 -0.19 -0.05 0.08
C 0.193 0.401 -3.424 0.52 -0.47 0.10
C 0.522 1.587 -2.901 -0.08 0.22 -0.66
C -0.362 2.805 -2.792 -0.59 -0.04 0.26
C -1.857 2.481 -2.641 -1.10 0.56 -0.76
C -2.351 1.692 -1.459 -0.25 -0.51 0.29
C -2.323 0.356 -1.329 0.22 0.27 -0.05
C -1.889 -0.661 -2.351 0.70 -0.52 0.31
C -1.175 -0.202 -3.637 -0.12 -0.11 -0.16
H -0.282 3.388 -3.735 0.17 -0.31 0.45
H -2.184 1.993 -3.570 0.10 0.37 0.46
H -0.037 3.498 -2.003 0.07 -0.27 -0.10
H -1.847 0.471 -4.177 0.41 -0.40 -0.02
H 0.994 -0.289 -3.766 -0.32 0.57 0.76
H 1.570 1.798 -2.727 0.16 -0.09 -0.20
H -1.041 -1.104 -4.260 -0.13 0.40 0.17
H -1.208 -1.372 -1.800 -0.53 0.60 -0.54
H -2.624 -0.117 -0.384 -0.35 0.33 -0.36
H -2.748 -1.302 -2.638 0.18 0.35 0.22
H -2.445 3.412 -2.638 0.40 -0.01 -0.03
H -2.925 2.282 -0.717 0.70 -0.39 -0.11
P -4.135 -2.663 -4.677 -0.05 0.60 -0.88
P -6.473 -3.623 -3.192 -1.28 -0.79 0.11
C -5.550 -3.240 -5.789 0.84 0.41 0.12
C -6.524 -4.082 -4.996 0.12 -0.28 0.25
H -5.093 -3.782 -6.624 -0.23 0.07 0.00
H -6.017 -2.339 -6.203 0.00 -0.18 0.15
H -7.543 -3.950 -5.363 -0.05 -0.20 0.01
H -6.264 -5.142 -5.077 -0.07 0.02 0.04
C -7.776 -4.837 -2.680 0.01 0.07 0.07
H -8.091 -4.609 -1.654 -0.01 -0.14 -0.21
H -7.356 -5.850 -2.703 -0.16 0.18 0.04
H -8.640 -4.776 -3.357 0.11 -0.13 0.24
C -7.612 -2.180 -3.347 0.23 0.19 0.26
H -8.430 -2.416 -4.034 0.06 0.11 0.09
H -7.066 -1.302 -3.704 -0.14 0.01 0.02
H -8.020 -1.956 -2.356 0.03 0.09 -0.18
C -2.782 -3.655 -5.425 0.07 -0.01 0.00
H -1.815 -3.307 -5.040 -0.13 -0.17 -0.14
H -2.808 -3.572 -6.520 0.16 -0.08 0.23
H -2.925 -4.702 -5.129 0.14 0.18 -0.11
C -3.870 -1.046 -5.527 0.27 0.06 -0.07
H -4.786 -0.440 -5.461 0.24 -0.20 -0.05
H -3.595 -1.205 -6.579 -0.13 0.20 0.14
H -3.066 -0.500 -5.026 -0.36 -0.15 -0.36
Cl 4.931 -2.654 -1.330 0.23 0.29 0.01
C 3.693 -1.814 -2.246 -0.97 -0.51 -0.16
Cl 3.552 -0.086 -1.855 0.32 -0.05 0.03
Cl 3.948 -1.996 -3.973 0.04 -0.02 0.10
C 2.304 -2.408 -1.814 -0.33 -0.38 -0.01
O 2.118 -2.637 -0.577 0.18 0.47 -0.67
O 1.400 -2.630 -2.668 0.76 0.31 0.63
```
Forces are in eV/Å.

The HOMO-LUMO gap comes out at 0.0987 Eh. Its energy is -5154.6732 hartree. The total charge is +1. For the HOMO energy, the calculation gives -9.21 eV. Its LUMO energy is -6.5 eV.

***

Record 3
# C17H27N5O3

One molecule with the formula C17H27N5O3 (ωB97M-V/def2-TZVPD, OMol25).

Geometry as XYZ:
```
52
Properties=species:S:1:pos:R:3:forces:R:3
C -5.435 -2.409 2.418 0.00 0.00 0.00
C -4.511 -2.808 1.276 0.00 0.00 0.00
C -3.400 -1.791 1.050 0.00 -0.01 0.00
C -2.483 -2.196 -0.095 0.00 0.00 0.01
N -1.436 -1.218 -0.331 -0.01 0.00 -0.02
C -0.208 -1.138 0.222 0.00 0.00 0.02
C 0.321 0.020 -0.289 0.00 0.02 0.01
C 1.663 0.654 -0.029 0.02 0.00 -0.02
C 2.765 -0.413 0.046 0.00 0.01 0.01
C 1.686 1.329 1.358 -0.01 -0.01 -0.01
O 0.910 2.492 1.458 0.00 0.01 0.01
C 1.427 3.464 0.570 -0.02 0.00 0.00
C 1.299 2.995 -0.858 -0.01 0.01 0.00
N 1.946 1.686 -1.050 0.00 -0.01 -0.03
C 2.220 1.266 -2.324 0.03 -0.01 0.02
O 2.336 0.095 -2.633 -0.01 0.00 0.00
C 2.492 2.358 -3.367 0.00 0.00 0.00
O 1.273 3.034 -3.717 -0.01 0.01 0.00
N 1.308 3.323 -5.091 0.01 -0.01 0.00
C 2.268 2.692 -5.630 -0.02 0.01 0.00
C 2.531 2.783 -7.092 0.01 0.00 0.00
C 3.031 1.813 -4.677 0.03 0.00 0.01
C 4.546 1.860 -4.800 -0.01 0.00 0.00
N -0.605 0.570 -1.112 -0.03 0.02 0.03
N -1.663 -0.179 -1.129 0.02 -0.01 -0.02
H -6.225 -3.145 2.568 0.00 0.00 0.00
H -4.882 -2.317 3.355 0.00 0.00 0.00
H -5.908 -1.446 2.218 0.00 0.00 0.00
H -4.070 -3.788 1.483 0.00 0.00 0.00
H -5.089 -2.919 0.354 0.00 0.00 0.00
H -3.826 -0.810 0.824 0.00 0.00 0.00
H -2.807 -1.676 1.963 0.00 0.00 0.00
H -2.004 -3.155 0.107 0.00 0.00 0.00
H -3.043 -2.286 -1.025 0.00 0.00 0.00
H 0.174 -1.890 0.890 0.00 0.00 0.00
H 2.704 -0.915 1.015 0.00 0.00 0.00
H 2.675 -1.146 -0.745 0.00 0.00 0.00
H 3.743 0.064 -0.022 0.00 0.00 0.00
H 1.301 0.618 2.088 0.01 0.00 0.00
H 2.733 1.559 1.604 0.00 0.00 0.00
H 0.845 4.374 0.712 0.00 0.00 0.00
H 2.477 3.670 0.823 0.00 0.00 0.00
H 0.245 2.918 -1.128 0.00 0.00 0.01
H 1.759 3.728 -1.516 0.01 -0.01 0.00
H 3.192 3.095 -2.948 0.00 0.00 0.00
H 2.496 1.790 -7.544 -0.01 0.00 0.00
H 1.789 3.420 -7.567 0.00 0.00 0.00
H 3.525 3.193 -7.281 0.00 0.00 0.00
H 2.690 0.781 -4.805 -0.01 0.00 0.00
H 4.874 1.496 -5.775 0.00 0.00 0.00
H 4.921 2.878 -4.672 0.00 0.00 0.00
H 5.004 1.225 -4.040 0.00 0.00 0.00
```
Forces are in eV/Å.

The HOMO-LUMO gap comes out at 0.3610 Eh. The SMILES is CCCCn1cc([C@]2(C)COCCN2C(=O)[C@@H]2ON=C(C)[C@H]2C)nn1. Its energy is -1163.4212 hartree. The total charge is 0. For the HOMO energy, the calculation gives -9.05 eV. Its LUMO energy is 0.8 eV.

***

Record 4
# C4H9O2

A 2-piece molecular cluster, C4H9O2 overall (ωB97M-V/def2-TZVPD, OMol25).

Geometry as XYZ:
```
15
Properties=species:S:1:pos:R:3:forces:R:3
C -0.262 -1.790 2.188 1.19 -1.37 -0.69
C 0.654 -0.541 2.046 -3.39 2.71 -2.76
H -1.202 -1.752 2.770 0.58 0.94 -0.06
H -0.634 -2.084 1.128 1.07 -0.24 1.85
H 0.373 -2.516 2.778 -0.95 -0.23 -1.15
H 0.352 -0.138 0.983 0.20 -0.24 1.80
H 0.151 0.269 2.694 1.92 -0.83 -0.61
H 1.733 -0.508 1.753 -0.63 -0.70 1.60
C -0.181 1.621 -2.964 1.43 -2.12 0.48
C -0.069 0.925 -1.570 -0.85 2.18 -1.17
O 0.689 1.474 -0.735 -0.12 -0.97 0.18
O -0.863 -0.015 -1.571 -0.22 -2.11 1.93
H -0.272 2.654 -2.760 1.61 1.53 -0.44
H -1.173 1.428 -3.327 -0.11 -0.97 -0.73
H 0.704 0.973 -3.415 -1.72 2.44 -0.23
```
Forces are in eV/Å.

The HOMO-LUMO gap comes out at 0.2836 Eh. Its energy is -308.2646 hartree. The total charge is -1. For the HOMO energy, the calculation gives -3.54 eV. Its LUMO energy is 4.2 eV.

***

Record 5
# C11H12O4

A 2-piece molecular cluster, C11H12O4 overall (ωB97M-V/def2-TZVPD, OMol25).

Geometry as XYZ:
```
27
Properties=species:S:1:pos:R:3:forces:R:3
C -0.586 -0.740 1.092 -0.38 -0.84 0.07
C -1.105 0.468 0.677 3.42 -0.31 -0.42
C 1.503 -0.179 0.059 3.06 0.52 -1.41
C 0.734 -1.019 0.716 -3.23 -3.69 1.57
C -0.298 1.394 -0.018 1.67 -0.25 0.54
C 1.090 1.122 -0.234 -2.09 -0.84 -0.70
C 0.465 -3.557 1.118 -1.88 3.37 2.46
C -0.817 2.691 -0.441 -0.56 1.96 -0.76
C 1.968 2.028 -0.993 0.15 2.16 0.34
C -2.739 4.040 -0.617 -2.20 1.35 1.72
C 1.158 -5.658 0.154 0.74 -0.79 0.09
O -0.373 -3.694 1.982 2.01 -0.75 -2.30
O -0.200 3.633 -0.932 -0.64 -0.69 0.65
O -2.150 2.824 -0.281 1.07 -1.32 0.26
O 1.194 -4.196 0.308 0.68 -0.90 -0.38
H -1.277 -1.459 1.633 1.30 0.91 -0.54
H -1.919 0.790 1.169 -3.43 1.03 0.75
H 2.493 -0.507 -0.340 -0.71 0.38 0.55
H 1.237 2.789 -1.425 1.92 -1.02 -0.06
H 2.571 2.639 -0.221 -0.52 -0.90 -1.34
H 2.619 1.514 -1.732 -0.34 0.35 0.65
H -3.209 4.019 -1.584 0.31 -0.07 -0.73
H -2.157 4.985 -0.470 -0.14 -1.22 -0.11
H -3.618 4.019 0.100 0.86 0.64 -0.75
H 0.116 -5.975 0.122 0.05 -0.02 0.08
H 1.605 -5.764 -0.890 -0.31 -0.34 1.80
H 1.696 -6.207 1.047 -0.81 1.27 -2.04
```
Forces are in eV/Å.

The HOMO-LUMO gap (alpha / beta) comes out at 0.3156 / 0.3057 Eh. Its energy is -727.1350 hartree. The total charge is 0. For the HOMO energy (alpha / beta), the calculation gives -8.50 / -8.22 eV. Its LUMO energy (alpha / beta) is 0.1 / 0.1 eV.

***

Record 6
# C11H20NS

An isolated ion of composition C11H20NS and charge +1 (ωB97M-V/def2-TZVPD, OMol25).

Geometry as XYZ:
```
33
Properties=species:S:1:pos:R:3:forces:R:3
C 0.973 0.484 -0.662 2.32 0.24 0.18
C 2.061 0.075 0.056 -1.10 -0.17 0.68
C 2.000 -1.052 1.058 -0.80 -1.41 -0.48
C 0.589 -1.656 1.233 0.38 -1.40 -1.63
C -2.514 -0.677 -0.097 -1.26 0.25 0.95
C -0.290 -0.250 -0.790 -0.56 -1.29 0.35
C -0.104 -1.670 -0.154 -1.00 0.71 0.62
C 3.379 0.748 -0.059 2.53 -0.90 -1.81
C 0.671 -2.474 -1.122 -0.50 -0.24 -1.25
C -2.862 2.364 0.592 -0.04 -2.05 1.70
C -1.716 1.797 -0.184 -1.60 -1.87 -0.51
N -1.413 0.302 -0.002 0.01 0.77 1.50
S -1.863 -2.302 0.268 1.23 0.08 -0.17
H 1.176 1.285 -1.357 -0.24 0.29 -0.07
H 2.735 -1.861 0.957 -0.10 0.01 -1.23
H 2.426 -0.730 1.953 0.11 1.26 1.93
H 0.440 -2.731 1.579 1.19 1.01 -0.46
H -0.048 -1.232 1.947 -0.67 1.54 1.19
H -3.255 -0.305 0.606 -0.19 -0.49 0.19
H -3.010 -0.827 -1.029 0.10 1.08 -1.12
H -0.743 -0.269 -1.813 0.91 -0.30 0.45
H 4.093 0.944 0.774 -1.17 -0.72 0.11
H 3.327 1.697 -0.542 -0.41 0.74 -0.51
H 4.034 0.115 -0.811 -1.20 0.95 1.38
H 1.139 -3.297 -0.644 0.87 -0.65 0.22
H 1.307 -1.870 -1.775 0.50 -0.11 0.65
H -0.010 -2.878 -1.833 -0.72 -0.65 -0.65
H -3.841 2.117 0.089 0.75 -0.22 1.50
H -2.637 2.306 1.736 -1.32 -0.36 -1.91
H -2.740 3.359 0.388 0.08 2.89 -0.37
H -0.837 2.291 0.035 2.00 0.85 0.46
H -1.985 1.975 -1.201 0.33 -0.33 -1.06
H -1.080 0.170 0.990 -0.44 0.50 -0.82
```
Forces are in eV/Å.

The HOMO-LUMO gap comes out at 0.3708 Eh. The SMILES is CC[N@H+]1CS[C@]2(C)CCC(C)=C[C@H]12. Its energy is -883.7725 hartree. The total charge is +1. For the HOMO energy, the calculation gives -12.64 eV. Its LUMO energy is -2.6 eV.